--- A ---
20
Properties=species:S:1:pos:R:3 method="wB97M-V/def2-TZVPD" smiles=C[C@@H](CN)NCN lumo_ev=1.058 homo_lumo_gap_ev=9.414 molar_mass_g_mol=103.169
C 0.970 1.222 0.446
C 0.211 -0.058 0.788
C -1.323 0.123 0.782
N -1.748 1.225 1.612
N 0.638 -1.232 0.029
C 0.298 -1.298 -1.387
N 1.053 -0.334 -2.183
H 0.624 1.724 -0.460
H 2.024 0.960 0.324
H 0.856 1.881 1.300
H 0.528 -0.317 1.808
H -1.619 0.195 -0.263
H -1.654 -0.817 1.221
H -1.864 2.128 1.191
H -2.413 0.993 2.324
H 0.215 -2.074 0.406
H 0.659 -2.288 -1.699
H -0.770 -1.259 -1.594
H 1.464 -0.778 -2.993
H 1.850 0.003 -1.653


--- B ---
20
Properties=species:S:1:pos:R:3 method="wB97M-V/def2-TZVPD" smiles=CNN(N)C(C)C lumo_ev=1.087 homo_lumo_gap_ev=9.534 molar_mass_g_mol=103.169
C -2.658 0.172 0.360
N -1.411 0.372 -0.441
N -0.249 -0.419 0.168
N -0.292 -1.784 -0.037
C 1.025 0.132 -0.340
C 2.319 -0.620 0.228
C 0.995 1.610 -0.010
H -3.396 -0.676 -0.022
H -2.264 -0.072 1.384
H -3.306 1.192 0.259
H -1.520 0.005 -1.450
H -1.241 -2.139 0.264
H -0.004 -2.092 -0.969
H 1.168 -0.025 -1.397
H 2.190 -1.653 0.149
H 3.192 -0.191 -0.111
H 2.319 -0.548 1.344
H 1.273 1.906 1.067
H -0.039 1.762 -0.123
H 1.790 2.137 -0.585


--- C ---
20
Properties=species:S:1:pos:R:3 method="wB97M-V/def2-TZVPD" lumo_ev="0.756 / 0.755" homo_lumo_gap_ev="8.211 / 8.209" molar_mass_g_mol=103.169
C -1.392 0.573 0.774
C -0.119 -1.486 -0.275
C 0.248 1.432 -0.874
C 1.259 -1.526 -0.866
N 0.046 0.665 0.351
N -2.017 -0.229 -0.200
N 1.061 0.944 1.302
H -2.607 -0.916 0.262
H 1.098 1.942 1.515
H 0.843 0.447 2.160
H -1.371 0.181 1.804
H -1.763 1.614 0.803
H -0.838 -2.006 -0.891
H -0.184 -1.807 0.759
H 1.219 1.188 -1.302
H -0.545 1.185 -1.576
H 0.214 2.509 -0.664
H 1.276 -1.117 -1.879
H 2.005 -1.014 -0.257
H 1.567 -2.577 -0.946


--- D ---
20
Properties=species:S:1:pos:R:3 method="wB97M-V/def2-TZVPD" lumo_ev="-0.130 / -0.129" homo_lumo_gap_ev="6.980 / 6.985" molar_mass_g_mol=103.169
C -0.256 -0.823 -0.118
C -0.581 1.037 1.105
C -1.068 -1.810 0.679
C -0.877 -0.348 -1.408
N 0.189 2.018 0.692
N 1.068 -0.927 -0.137
N 1.964 1.426 -0.747
H 1.068 2.052 1.203
H 1.626 0.074 -0.487
H 1.482 -1.368 0.676
H 2.768 1.905 -0.345
H 1.502 2.094 -1.354
H -1.634 1.116 0.847
H -0.351 0.469 2.009
H -2.046 -1.396 0.921
H -0.663 -1.078 -2.197
H -1.232 -2.713 0.084
H -0.567 -2.096 1.604
H -0.438 0.598 -1.714
H -1.955 -0.229 -1.313


Most stable of them? A.


--- A ---
20
Properties=species:S:1:pos:R:3 method="wB97M-V/def2-TZVPD" smiles=NCC[C@H](N)CN lumo_ev=1.149 homo_lumo_gap_ev=9.920 molar_mass_g_mol=103.169
N 1.137 0.634 2.520
C 1.490 -0.046 1.256
C 0.591 0.474 0.131
C -0.426 -0.564 -0.321
N 0.323 -1.714 -0.846
C -1.463 -0.074 -1.363
N -1.937 1.280 -1.173
H 0.298 0.254 2.934
H 1.880 0.571 3.200
H 1.319 -1.113 1.336
H 2.553 0.098 1.065
H 0.147 1.423 0.451
H 1.105 0.820 -0.771
H -0.929 -0.959 0.561
H -0.314 -2.331 -1.352
H 0.980 -1.424 -1.563
H -0.984 -0.202 -2.339
H -2.280 -0.790 -1.272
H -1.442 1.798 -0.468
H -2.048 1.864 -1.984


--- B ---
20
Properties=species:S:1:pos:R:3 method="wB97M-V/def2-TZVPD" smiles=NCC[C@@H](N)CN lumo_ev=1.048 homo_lumo_gap_ev=10.242 molar_mass_g_mol=103.169
N 2.425 1.420 -0.091
C 2.138 -0.006 0.112
C 0.782 -0.309 0.724
C -0.414 0.027 -0.163
N -0.494 -0.789 -1.399
C -1.726 -0.174 0.577
N -2.842 0.327 -0.204
H 2.255 1.943 0.761
H 1.801 1.799 -0.793
H 2.220 -0.481 -0.866
H 2.949 -0.424 0.706
H 0.702 0.256 1.653
H 0.718 -1.368 1.002
H -0.368 1.060 -0.501
H -0.385 -1.763 -1.113
H 0.330 -0.599 -1.963
H -1.706 0.356 1.529
H -1.788 -1.245 0.828
H -2.886 -0.172 -1.085
H -3.710 0.142 0.285


--- C ---
20
Properties=species:S:1:pos:R:3 method="wB97M-V/def2-TZVPD" smiles=C[C@@H](N)CNCN lumo_ev=1.003 homo_lumo_gap_ev=9.634 molar_mass_g_mol=103.169
C -2.011 -1.438 -0.015
C -1.311 -0.062 0.686
N -1.419 -0.112 2.124
C 0.102 0.016 0.111
N 0.602 1.093 -0.773
C 1.962 1.350 -0.596
N 2.947 0.400 -1.277
H -3.047 -1.199 -0.084
H -1.666 -1.414 -1.028
H -1.936 -2.382 0.525
H -2.066 0.656 0.639
H -0.664 -0.641 2.484
H -2.405 -0.473 2.303
H 0.578 0.250 1.002
H 0.285 -0.929 -0.402
H 0.136 1.088 -1.616
H 2.156 1.504 0.382
H 2.360 2.294 -1.041
H 2.566 -0.525 -1.207
H 2.831 0.524 -2.217


Most stable of them? B.


--- A ---
58
Properties=species:S:1:pos:R:3 method="wB97M-V/def2-TZVPD" smiles="COc1ccc(CCN(C)[C@H]2CCCN(C(=O)c3ccnn3C)C2)cc1OC" lumo_ev=0.727 homo_lumo_gap_ev=8.686 molar_mass_g_mol=386.496
C -7.359 -0.053 -0.393
O -6.204 0.687 -0.094
C -5.029 0.014 0.061
C -4.868 -1.355 -0.056
C -3.622 -1.939 0.126
C -2.517 -1.168 0.432
C -1.162 -1.794 0.597
C -0.435 -1.851 -0.755
N 0.746 -2.698 -0.704
C 1.065 -3.261 -1.999
C 1.869 -2.121 0.012
C 2.781 -3.206 0.598
C 3.870 -2.558 1.449
C 4.654 -1.542 0.620
N 3.746 -0.562 0.059
C 3.863 0.735 0.415
O 4.794 1.141 1.098
C 2.812 1.670 -0.049
C 1.428 1.633 0.061
C 1.002 2.872 -0.420
N 2.032 3.611 -0.791
N 3.114 2.893 -0.547
C 4.416 3.415 -0.845
C 2.743 -1.137 -0.802
C -2.672 0.213 0.545
C -3.905 0.813 0.368
O -4.149 2.150 0.469
C -3.072 3.005 0.754
H -7.265 -0.582 -1.348
H -8.164 0.677 -0.466
H -7.595 -0.773 0.398
H -5.710 -1.986 -0.290
H -3.521 -3.010 0.033
H -0.581 -1.223 1.323
H -1.260 -2.815 0.968
H -0.212 -0.828 -1.102
H -1.121 -2.294 -1.480
H 1.956 -3.879 -1.922
H 1.225 -2.503 -2.780
H 0.239 -3.901 -2.311
H 1.452 -1.563 0.856
H 2.180 -3.892 1.196
H 3.247 -3.779 -0.205
H 4.554 -3.317 1.832
H 3.417 -2.048 2.302
H 5.379 -1.006 1.234
H 5.180 -2.049 -0.197
H 0.825 0.840 0.455
H 0.004 3.252 -0.512
H 5.108 3.138 -0.050
H 4.333 4.498 -0.915
H 4.784 3.021 -1.796
H 2.135 -0.350 -1.248
H 3.255 -1.681 -1.604
H -1.808 0.814 0.781
H -2.307 2.959 -0.028
H -2.615 2.776 1.722
H -3.493 4.009 0.784


--- B ---
58
Properties=species:S:1:pos:R:3 method="wB97M-V/def2-TZVPD" smiles="O=C(CCC(=O)N(CC(=O)NC1CCCC1)C1CCCC1)Nc1ccccn1" lumo_ev=0.661 homo_lumo_gap_ev=9.571 molar_mass_g_mol=386.496
O -1.230 -0.386 0.967
C -1.752 -1.430 1.306
C -1.068 -2.431 2.220
C 0.408 -2.065 2.352
C 1.060 -2.235 0.978
O 0.579 -3.010 0.168
N 2.181 -1.530 0.703
C 2.806 -0.577 1.586
C 2.529 0.895 1.219
O 3.421 1.721 1.232
N 1.251 1.160 0.919
C 0.775 2.476 0.567
C -0.315 2.978 1.518
C -0.986 4.079 0.708
C -1.076 3.489 -0.703
C 0.102 2.507 -0.819
C 2.736 -1.720 -0.636
C 2.000 -0.923 -1.724
C 2.975 -0.891 -2.911
C 4.319 -1.408 -2.367
C 4.189 -1.307 -0.848
N -3.004 -1.804 0.937
C -3.918 -1.136 0.128
C -3.673 0.097 -0.474
C -4.677 0.646 -1.249
C -5.876 -0.037 -1.398
C -6.014 -1.256 -0.754
N -5.064 -1.794 -0.010
H -1.159 -3.428 1.785
H -1.562 -2.420 3.194
H 0.483 -1.042 2.716
H 0.903 -2.735 3.058
H 3.890 -0.717 1.570
H 2.480 -0.738 2.614
H 0.544 0.433 0.924
H 1.642 3.142 0.596
H -1.018 2.165 1.709
H 0.088 3.329 2.467
H -0.353 4.968 0.705
H -1.963 4.356 1.103
H -2.021 2.959 -0.822
H -1.034 4.266 -1.465
H -0.256 1.506 -1.063
H 0.809 2.807 -1.592
H 2.630 -2.788 -0.856
H 1.046 -1.383 -1.971
H 1.813 0.087 -1.360
H 3.077 0.125 -3.291
H 2.624 -1.517 -3.730
H 4.465 -2.450 -2.655
H 5.163 -0.832 -2.743
H 4.343 -0.273 -0.541
H 4.898 -1.950 -0.327
H -3.355 -2.699 1.254
H -2.728 0.593 -0.333
H -4.526 1.599 -1.734
H -6.678 0.364 -1.996
H -6.924 -1.836 -0.831


Most stable of them? B.


--- A ---
12
Properties=species:S:1:pos:R:3 method="wB97M-V/def2-TZVPD" lumo_ev=0.705 homo_lumo_gap_ev=8.560 molar_mass_g_mol=86.098
C 2.370 -0.253 0.026
N 1.159 -0.319 0.032
N 0.275 0.773 -0.049
C -0.998 1.015 0.081
N -1.842 0.043 0.002
N -1.237 -1.208 -0.141
H 2.691 0.718 0.256
H 2.868 -1.130 -0.274
H 0.866 1.718 -0.287
H -1.252 2.157 -0.020
H -0.206 -1.201 0.251
H -1.687 -1.862 0.517


--- B ---
12
Properties=species:S:1:pos:R:3 method="wB97M-V/def2-TZVPD" lumo_ev=1.121 homo_lumo_gap_ev=9.052 molar_mass_g_mol=86.098
C 1.166 -0.932 0.666
C -2.616 0.153 0.809
N 2.117 1.301 -0.002
N 1.570 0.006 -0.106
N 1.545 0.620 -1.191
N -1.496 0.352 0.235
H 1.084 -0.738 1.753
H 0.869 -1.944 0.291
H -3.458 0.764 0.614
H -2.473 -0.149 1.868
H 3.113 1.328 0.163
H -1.589 0.755 -0.686


--- C ---
12
Properties=species:S:1:pos:R:3 method="wB97M-V/def2-TZVPD" lumo_ev=0.481 homo_lumo_gap_ev=9.910 molar_mass_g_mol=86.098
H -1.832 -0.598 -0.211
N -1.424 -1.522 0.133
C -0.158 -1.226 -0.053
N 0.618 0.128 -0.121
N 2.078 -0.201 0.029
C -0.151 1.191 0.028
N -1.350 1.239 -0.124
H -1.671 2.242 0.360
H 0.720 -1.839 -0.080
H 2.573 0.398 -0.725
H 2.235 0.455 0.989
H 0.375 2.040 0.397


--- D ---
12
Properties=species:S:1:pos:R:3 method="wB97M-V/def2-TZVPD" lumo_ev=0.968 homo_lumo_gap_ev=9.224 molar_mass_g_mol=86.098
C -0.145 -0.077 -0.193
N -0.496 1.068 1.781
N -0.646 0.834 -1.032
C 0.802 -1.191 -0.597
N 0.032 -0.039 1.101
N 0.703 -1.603 -1.805
H -0.732 0.785 2.730
H 0.225 1.787 1.825
H -1.313 1.498 -0.663
H -0.681 0.525 -1.997
H 1.260 -2.451 -1.940
H 0.992 -1.135 0.790


Most stable of them? D.